Formula: C39H35MoN7P
Source: the Open Molecules 2025 dataset
Level of theory: wB97M-V/def2-TZVPD

Cartesian coordinates (Å):
Mo  -1.0694  -0.0663  -0.3436
C  -3.1960  3.9392  2.9969
N  -2.4944  2.6951  2.6718
C  -2.0461  1.7776  3.5774
C  -1.4468  0.7760  2.8678
N  -1.5237  1.0832  1.5395
C  -2.1747  2.2434  1.4444
P  -2.5170  3.0351  -0.1525
C  -3.3417  1.5510  -0.8693
N  -3.2162  0.2887  -0.4285
C  -4.2275  -0.4438  -0.9902
C  -4.9778  0.3869  -1.7668
N  -4.4156  1.6349  -1.6834
C  -4.9113  2.8168  -2.3917
C  -0.7957  2.8940  -0.7433
N  -0.0554  1.7773  -0.6894
C  1.2406  2.1321  -0.9141
C  1.2861  3.4791  -1.1230
N  0.0071  3.9451  -1.0053
C  -0.3656  5.3536  -1.1500
H  -3.3817  3.9533  4.0666
H  -4.1474  3.9747  2.4724
H  -2.5803  4.7953  2.7307
H  -2.1915  1.9160  4.6349
H  -0.9792  -0.1272  3.2190
H  -4.3487  -1.4950  -0.7919
H  -5.8676  0.2039  -2.3450
H  -5.9916  2.7403  -2.4777
H  -4.4657  2.8677  -3.3827
H  -4.6650  3.7102  -1.8235
H  2.0418  1.4143  -0.9376
H  2.1081  4.1388  -1.3426
H  0.1671  5.9429  -0.4076
H  -1.4360  5.4606  -1.0003
H  -0.1062  5.6906  -2.1507
C  2.6920  0.5876  -4.7422
C  2.9646  -0.3622  -3.7674
C  1.9903  -0.7161  -2.8453
C  0.7450  -0.1059  -2.9207
C  0.4588  0.8471  -3.8898
C  1.4442  1.1915  -4.8037
N  -0.2499  -0.4663  -1.9649
C  -1.1648  -1.5585  -2.1748
C  -1.1572  -2.6361  -1.2798
C  -2.1381  -3.6276  -1.4029
C  -3.0270  -3.5799  -2.4566
C  -2.9882  -2.5295  -3.3863
C  -2.0902  -1.5009  -3.2346
H  3.4542  0.8541  -5.4614
H  3.9384  -0.8311  -3.7278
H  2.1901  -1.4503  -2.0753
H  -0.5173  1.3162  -3.9221
H  1.2381  1.9262  -5.5701
H  -0.3622  -2.7288  -0.5515
H  -2.1510  -4.4581  -0.7106
H  -3.7507  -4.3735  -2.5880
H  -3.6792  -2.5314  -4.2187
H  -2.0525  -0.6749  -3.9328
C  0.3803  -0.8478  0.8702
C  1.3081  -1.3453  1.5014
C  2.3583  -1.9126  2.2219
C  3.3743  -2.6432  1.5174
C  4.6804  -2.7299  2.0381
C  5.6541  -3.4256  1.3496
C  5.3399  -4.0530  0.1502
C  4.0527  -3.9728  -0.3824
C  3.0828  -3.2603  0.2837
C  2.3855  -1.7355  3.6521
C  1.8570  -0.5647  4.2280
C  1.8999  -0.3886  5.5933
C  2.4272  -1.3912  6.4063
C  2.9251  -2.5651  5.8541
C  2.9213  -2.7360  4.4834
H  4.9325  -2.2081  2.9508
H  6.6608  -3.4768  1.7400
H  6.1036  -4.6086  -0.3777
H  3.8201  -4.4815  -1.3080
H  2.0725  -3.2186  -0.1026
H  1.4782  0.2176  3.5825
H  1.5394  0.5277  6.0400
H  2.4505  -1.2528  7.4790
H  3.3128  -3.3443  6.4951
H  3.2800  -3.6598  4.0500

Results
total charge: +3
2S+1: 1
energy above the lowest of the compared OMol25 structures with the same formula, charge and spin: 5.5 kcal/mol
electronic energy: -2299.08702 a.u.
maximum force: 0.724 eV Å⁻¹
orbital gap (spin up / spin down): 6.50 / 6.68 eV

=====

Formula: C39H35N7O4S4Ti
Source: the Open Molecules 2025 dataset
Level of theory: wB97M-V/def2-TZVPD

Cartesian coordinates (Å):
Ti  -0.4908  -0.8225  1.4423
C  2.5886  1.5060  -0.8934
O  2.3203  2.4671  0.1243
C  2.4796  2.0521  1.4190
C  3.1867  2.8794  2.2657
C  3.3811  2.5460  3.6074
C  2.8780  1.3570  4.0817
C  2.1351  0.5133  3.2483
C  1.6848  -0.7669  3.7445
N  0.8310  -1.4809  3.1211
N  0.5693  -2.7389  3.6278
C  -0.1786  -3.3493  2.7600
O  -0.5468  -2.7981  1.6410
C  -0.6428  -4.7301  3.0237
C  -0.1318  -5.4646  4.0908
C  -0.5903  -6.7493  4.3288
C  -1.5641  -7.3048  3.5073
C  -2.0766  -6.5720  2.4467
C  -1.6168  -5.2864  2.2011
C  1.8929  0.8581  1.9031
O  1.1793  0.0977  1.1013
H  2.8614  2.0714  -1.7851
H  1.7187  0.8823  -1.0935
H  3.4245  0.8652  -0.6045
H  3.5873  3.7966  1.8519
H  3.9360  3.2102  4.2563
H  3.0387  1.0609  5.1119
H  2.1136  -1.1598  4.6659
H  0.6212  -5.0123  4.7217
H  -0.1904  -7.3202  5.1575
H  -1.9246  -8.3085  3.6962
H  -2.8406  -6.9983  1.8093
H  -2.0110  -4.6986  1.3831
S  -3.6796  1.1220  2.4955
C  -4.0542  -0.2187  1.4265
S  -3.0071  -1.5440  1.1807
C  -5.2595  -0.1132  0.7558
C  -5.6354  -1.0551  -0.2490
N  -5.9509  -1.8199  -1.0510
C  -6.1765  0.9492  1.0099
N  -6.9220  1.8057  1.2110
S  -0.2908  -1.7654  -0.8743
C  -0.4542  -0.4943  -2.0141
N  -0.1018  -0.7068  -3.3324
C  0.0830  0.4631  -4.1648
C  -1.1058  1.3768  -4.0041
N  -1.2921  1.6875  -2.6049
C  -1.9285  2.9654  -2.3328
C  -0.9521  4.1071  -2.4884
C  -1.1622  5.1242  -3.4093
C  -0.2318  6.1476  -3.5552
C  0.9184  6.1531  -2.7823
C  1.1339  5.1356  -1.8581
C  0.2037  4.1213  -1.7103
C  -1.0103  0.7580  -1.6409
S  -1.3517  1.1255  -0.0117
C  0.6290  -1.8920  -3.7581
C  2.1264  -1.6700  -3.8064
C  2.8579  -1.4996  -2.6315
C  4.2236  -1.2689  -2.6874
C  4.8774  -1.2018  -3.9116
C  4.1570  -1.3700  -5.0837
C  2.7887  -1.6023  -5.0265
H  0.1709  0.1408  -5.2038
H  1.0035  1.0001  -3.8988
H  -2.0054  0.9074  -4.4222
H  -0.9221  2.3112  -4.5395
H  -2.3358  2.9404  -1.3239
H  -2.7656  3.0889  -3.0273
H  -2.0599  5.1168  -4.0184
H  -0.4055  6.9355  -4.2777
H  1.6461  6.9468  -2.8975
H  2.0267  5.1278  -1.2450
H  0.3706  3.3358  -0.9825
H  0.2738  -2.1645  -4.7559
H  0.3801  -2.7036  -3.0790
H  2.3467  -1.5517  -1.6766
H  4.7833  -1.1444  -1.7685
H  5.9442  -1.0206  -3.9496
H  4.6574  -1.3191  -6.0427
H  2.2258  -1.7354  -5.9443
C  -2.6832  -0.5000  4.5425
C  -2.2351  0.5772  3.5701
N  -1.8440  1.7681  4.3000
O  -1.1707  0.1663  2.8295
H  -1.8182  -0.7853  5.1434
H  -3.0493  -1.3665  3.9951
H  -3.4731  -0.1203  5.1906
H  -2.6397  2.1732  4.7802
H  -1.4769  2.4532  3.6477

Results
total charge: -1
<S²>: 0.75
2S+1: 2
energy above the lowest of the compared OMol25 structures with the same formula, charge and spin: 9.8 kcal/mol
electronic energy: -4633.87972 a.u.
maximum force: 0.312 eV Å⁻¹
orbital gap (spin up / spin down): 6.20 / 6.78 eV

=====

Formula: C39H35NO2P3Pd
Source: the Open Molecules 2025 dataset
Level of theory: wB97M-V/def2-TZVPD

Cartesian coordinates (Å):
Pd  0.5427  -0.0015  -0.2056
O  2.2665  -3.6091  1.2954
C  1.4872  -2.7876  0.8533
O  1.4978  -1.5229  1.0970
C  0.3437  -3.3180  -0.0671
P  -0.5774  -1.9772  -0.8830
C  -2.0517  -2.7145  -1.6304
C  -1.9134  -3.5940  -2.7038
C  -3.0409  -4.1863  -3.2462
C  -4.2977  -3.9047  -2.7246
C  -4.4346  -3.0294  -1.6586
C  -3.3104  -2.4303  -1.1088
C  0.4255  -1.4227  -2.3077
C  1.8239  -1.3162  -2.1877
C  2.5557  -0.6578  -3.1730
C  1.9133  -0.0969  -4.2623
C  0.5298  -0.2035  -4.3899
C  -0.2098  -0.8484  -3.4197
H  -0.3520  -3.8709  0.5671
H  0.7498  -4.0192  -0.7958
H  -0.9318  -3.8095  -3.1070
H  -2.9371  -4.8686  -4.0795
H  -5.1741  -4.3730  -3.1524
H  -5.4139  -2.8108  -1.2541
H  -3.4050  -1.7458  -0.2741
H  2.3414  -1.8044  -1.3700
H  3.6328  -0.5933  -3.0895
H  2.4885  0.4219  -5.0178
H  0.0310  0.2291  -5.2472
H  -1.2856  -0.9303  -3.5178
C  2.3000  2.1006  2.3826
N  1.2970  2.5027  1.3515
P  -0.1426  1.5459  1.5262
C  -0.5585  1.6362  3.2854
C  -0.9085  0.4725  3.9608
C  -1.2712  0.5399  5.2981
C  -1.2689  1.7607  5.9545
C  -0.9149  2.9220  5.2760
C  -0.5632  2.8669  3.9395
C  -1.4654  2.5280  0.7563
C  -1.4154  3.9130  0.6482
C  -2.4688  4.5929  0.0574
C  -3.5788  3.8975  -0.4022
C  -3.6408  2.5172  -0.2757
C  -2.5828  1.8316  0.2971
P  1.9264  2.0242  -0.2467
C  3.5702  2.7739  -0.2023
C  3.7328  4.0878  0.2362
C  5.0025  4.6339  0.2970
C  6.1082  3.8683  -0.0576
C  5.9490  2.5539  -0.4671
C  4.6781  2.0027  -0.5394
C  1.0023  2.9670  -1.5138
C  -0.0608  2.2815  -2.1010
C  -0.8225  2.8513  -3.1035
C  -0.5066  4.1234  -3.5596
C  0.5747  4.8009  -3.0151
C  1.3337  4.2273  -2.0064
H  1.8774  2.2413  3.3724
H  3.1821  2.7275  2.2988
H  2.6044  1.0496  2.2819
H  -0.8790  -0.4773  3.4400
H  -1.5486  -0.3601  5.8304
H  -1.5426  1.8122  6.9998
H  -0.9147  3.8733  5.7914
H  -0.2909  3.7663  3.4003
H  -0.5425  4.4484  1.0000
H  -2.4273  5.6703  -0.0392
H  -4.3987  4.4346  -0.8614
H  -4.5137  1.9808  -0.6258
H  -2.6029  0.7507  0.3893
H  2.8695  4.6564  0.5601
H  5.1332  5.6550  0.6300
H  7.0987  4.2995  0.0005
H  6.8159  1.9575  -0.7179
H  4.5375  0.9734  -0.8475
H  -0.3004  1.2721  -1.7408
H  -1.6510  2.3039  -3.5354
H  -1.0900  4.5776  -4.3500
H  0.8358  5.7821  -3.3903
H  2.1842  4.7706  -1.6210

Results
total charge: +1
2S+1: 1
electronic energy: -2864.13213 a.u.
maximum force: 1.399 eV Å⁻¹
orbital gap (spin up / spin down): 5.89 / 5.98 eV